Formula: C28H21GaN5O4S
Source: the OMol25 dataset
Level of theory: wB97M-V/def2-TZVPD

## Properties
ΔE to the lowest compared entry with this formula, charge and spin: 89.2 kJ/mol
total charge: +1
HOMO: -0.43330 Eh

```
60
Properties=species:S:1:pos:R:3:forces:R:3
Ga -0.79130 -0.04519 -0.79670 -0.60 -0.10 0.18
O -2.93165 2.69232 -2.74607 -0.05 0.00 -0.04
C -2.32573 2.03478 -1.95041 0.03 -0.05 0.14
N -2.25848 0.64793 -1.84617 0.11 0.03 -0.18
C -3.42776 -0.08764 -1.84929 0.07 0.06 0.15
O -4.39307 0.04989 -2.55129 -0.03 0.02 -0.02
C -3.45173 -1.08926 -0.69707 0.04 0.03 -0.03
C -4.58809 -1.82229 -0.42513 -0.04 -0.06 -0.03
C -4.59188 -2.64654 0.69053 -0.01 -0.01 0.01
C -3.46083 -2.71514 1.49030 -0.01 -0.03 0.00
C -2.35698 -1.95629 1.14787 0.05 0.00 -0.05
N -2.36235 -1.15441 0.08202 0.09 0.06 0.05
C -1.62210 2.68526 -0.76320 -0.04 -0.09 0.01
C -1.68293 4.04846 -0.56665 0.00 0.06 -0.05
C -1.15742 4.57178 0.60540 0.01 0.01 0.00
C -0.59393 3.71478 1.53753 0.01 0.04 0.03
C -0.55303 2.36135 1.25927 0.01 -0.07 -0.10
N -1.05863 1.85901 0.13204 0.00 -0.02 0.07
H -5.44097 -1.72261 -1.08160 0.01 0.00 0.00
H -5.47052 -3.22801 0.93659 0.01 0.00 0.00
H -3.42879 -3.34621 2.36679 0.00 0.01 0.00
H -1.44138 -1.98372 1.72614 -0.01 0.02 0.01
H -2.15193 4.66075 -1.32416 0.00 0.00 0.02
H -1.19789 5.63602 0.79536 0.00 0.00 -0.01
H -0.18701 4.08279 2.46883 0.00 0.00 -0.01
H -0.10114 1.65579 1.94281 -0.02 -0.01 0.02
C 4.33419 3.96675 3.34670 -0.01 -0.01 -0.01
C 3.69826 3.02110 2.36641 0.00 0.00 0.03
C 3.12030 1.82814 2.79268 0.02 0.02 0.03
C 2.52689 0.95714 1.89088 0.07 0.06 -0.06
C 2.51123 1.29696 0.54688 0.01 -0.02 0.07
C 3.08953 2.47608 0.08890 -0.08 0.01 0.00
C 3.67353 3.32911 1.00444 0.02 0.04 0.00
S 1.85179 0.19854 -0.64462 0.03 -0.27 -0.12
O 2.91164 -0.47715 -1.32513 -0.09 -0.01 0.11
O 0.91075 0.97513 -1.49804 0.15 0.05 -0.07
N 0.81092 -0.78998 0.14966 0.21 0.05 -0.15
C 1.01623 -2.17158 -0.17493 -0.04 0.18 0.00
C 1.89270 -2.98790 0.47435 0.00 -0.04 0.11
C 2.07985 -4.32277 0.04740 -0.01 -0.01 -0.01
C 1.40283 -4.81827 -1.02911 0.00 -0.01 0.01
C 0.49913 -3.98999 -1.73878 -0.01 -0.05 -0.01
C -0.20958 -4.39412 -2.89242 -0.01 -0.02 -0.01
C -1.02038 -3.50512 -3.54253 -0.01 -0.02 0.00
C -1.14940 -2.20201 -3.03596 0.03 0.01 -0.03
N -0.51816 -1.80430 -1.95295 0.13 0.03 -0.05
C 0.31080 -2.66994 -1.30235 -0.03 0.08 -0.01
H 4.41918 3.51704 4.33440 0.00 0.01 -0.01
H 3.74194 4.87908 3.44013 0.01 -0.01 0.00
H 5.33044 4.26022 3.01471 -0.01 -0.01 0.00
H 3.14324 1.57264 3.84539 -0.01 0.00 -0.02
H 2.07745 0.03085 2.22240 0.00 0.00 0.00
H 3.07611 2.71938 -0.96617 0.00 0.00 0.02
H 4.12762 4.24936 0.65697 0.00 -0.01 0.01
H 2.46457 -2.60022 1.30827 -0.01 -0.01 -0.01
H 2.78382 -4.94930 0.57816 -0.01 0.01 0.00
H 1.55821 -5.83646 -1.36256 0.00 0.01 0.00
H -0.09387 -5.40699 -3.25954 0.00 0.02 0.01
H -1.56593 -3.78194 -4.43311 0.02 0.00 0.00
H -1.77829 -1.47309 -3.53424 -0.01 0.01 0.03
```
Positions in Å, forces in eV/Å.



Formula: C28H22AuN2O3PSSe2
Source: the OMol25 dataset
Level of theory: wB97M-V/def2-TZVPD

## Properties
total charge: +2
HOMO (spin up / spin down): -0.50182 / -0.50183 Eh

```
60
Properties=species:S:1:pos:R:3:forces:R:3
Au 0.01640 -0.08450 -0.17180 -0.10 -0.36 -0.57
O 1.86940 0.19720 3.41220 0.31 0.44 0.00
S 1.03800 0.82370 2.44610 -1.33 -1.08 1.27
O 1.70280 0.97760 1.08720 -0.15 0.43 -1.05
O -0.25330 0.15650 2.17420 0.46 0.89 0.93
C 0.68920 2.52710 2.80950 0.25 -0.44 -0.19
C 0.90950 3.13950 4.02340 0.00 -0.09 0.05
C 0.70460 4.51080 4.12460 -0.05 -0.13 -0.11
C 0.30570 5.23930 3.01400 0.03 0.04 0.01
C 0.08470 4.61690 1.79380 -0.09 -0.33 -0.30
C 0.27050 3.23740 1.69680 -0.17 -0.19 0.14
P 0.04230 2.39370 0.10560 -0.37 1.15 -0.35
C 1.20280 3.18290 -1.02720 -0.17 -0.94 0.15
C 0.75740 4.07040 -2.00870 -0.26 0.07 -0.17
C 1.68360 4.73750 -2.78980 -0.13 0.08 0.03
C 3.04030 4.50540 -2.62310 -0.06 -0.04 0.02
C 3.48140 3.61430 -1.65540 -0.04 -0.04 0.07
C 2.56910 2.95360 -0.85650 0.27 -0.13 0.08
C -1.63710 2.79530 -0.46030 0.61 -0.83 0.09
C -2.61050 3.33610 0.38020 0.02 0.08 0.28
C -3.87080 3.61230 -0.12360 0.07 0.04 0.10
C -4.17450 3.33030 -1.44760 0.10 -0.02 0.07
C -3.22180 2.75080 -2.27490 0.11 -0.07 -0.08
C -1.96590 2.45920 -1.77920 0.03 -0.09 -0.14
H 1.24790 2.55470 4.86220 0.09 -0.07 0.15
H 0.86970 5.00910 5.06700 0.03 0.04 0.07
H 0.17690 6.30800 3.09210 -0.03 0.08 -0.01
H -0.21660 5.18930 0.92600 -0.01 0.09 0.02
H -0.29730 4.25620 -2.14860 0.04 0.08 -0.03
H 1.34120 5.44830 -3.52670 -0.03 0.02 -0.06
H 3.75300 5.01570 -3.25000 0.10 0.09 -0.08
H 4.53640 3.43520 -1.52800 0.13 -0.02 0.05
H 2.89580 2.25450 -0.10250 0.15 0.08 -0.03
H -2.37940 3.55520 1.41300 -0.03 0.01 0.06
H -4.61800 4.05330 0.51710 -0.05 0.05 0.09
H -5.15630 3.55380 -1.83310 -0.12 0.03 -0.05
H -3.46370 2.53040 -3.30260 0.00 -0.07 -0.10
H -1.22360 1.98820 -2.41120 -0.02 -0.02 -0.12
Se -0.70670 -3.20130 -1.06430 -0.94 -0.13 -0.50
Se 0.64860 -3.25810 0.77850 0.60 -0.08 0.59
C 2.21050 -2.41450 -0.00600 -0.43 -0.20 0.19
C 3.46810 -2.95840 0.20670 -0.13 0.07 -0.01
C 4.55890 -2.28500 -0.32830 -0.17 0.06 0.08
C 4.34110 -1.11890 -1.04730 -0.19 0.02 -0.04
C 3.03920 -0.66710 -1.21520 0.68 -0.07 -0.19
N 1.99570 -1.30540 -0.70240 -0.22 0.36 0.22
C -2.24040 -2.27300 -0.28570 0.96 -0.73 -0.54
C -3.43130 -2.92670 -0.02580 0.02 0.20 0.01
C -4.46660 -2.18920 0.53570 0.14 0.09 -0.09
C -4.26270 -0.84480 0.80940 0.15 -0.05 -0.08
C -3.03600 -0.27740 0.50200 -0.58 0.18 0.25
N -2.05810 -0.98280 -0.04840 0.57 1.19 -0.05
H 3.58560 -3.86730 0.78440 -0.02 0.04 -0.11
H 5.55880 -2.66840 -0.18010 0.02 0.01 -0.01
H 5.16510 -0.56350 -1.46520 0.05 0.04 -0.09
H 2.82050 0.23000 -1.77340 0.06 0.12 -0.09
H -3.54100 -3.97580 -0.25700 0.06 -0.03 0.03
H -5.41220 -2.66110 0.75530 -0.07 -0.03 0.03
H -5.03750 -0.24080 1.25180 -0.06 0.07 0.06
H -2.82630 0.76380 0.69890 -0.09 0.02 0.04
```
Positions in Å, forces in eV/Å.



Formula: C28H22Br2F4O6PPdSeTe
Source: the OMol25 dataset
Level of theory: wB97M-V/def2-TZVPD

## Properties
ΔE to the lowest compared entry with this formula, charge and spin: 75.4 kJ/mol
total charge: -1
HOMO: -0.20259 Eh

```
66
Properties=species:S:1:pos:R:3:forces:R:3
Pd 0.87910 -0.94216 0.29304 -0.02 -0.37 -0.56
F -3.85069 3.99858 0.72819 0.01 0.00 0.00
C -2.65918 3.42707 0.55245 -0.01 0.00 0.02
C -1.58353 3.82214 1.31734 0.03 0.04 0.03
F -1.74102 4.77185 2.24050 0.00 0.00 0.00
C -0.34887 3.22530 1.13061 0.02 -0.03 0.09
F 0.63535 3.64802 1.92651 -0.09 -0.02 -0.08
C -0.15421 2.22257 0.19364 -0.13 0.02 -0.07
P 1.37434 1.22598 0.08737 0.23 0.00 0.13
C 2.54620 1.71600 1.38785 0.02 0.12 -0.07
C 3.44880 2.76056 1.19363 -0.05 -0.04 0.04
C 4.36185 3.08446 2.18342 -0.01 0.01 -0.02
C 4.38037 2.36513 3.37075 0.02 0.00 0.01
C 3.48788 1.32251 3.56455 -0.03 -0.03 0.00
C 2.57289 0.99251 2.57504 0.04 0.03 -0.02
C 2.15422 1.79638 -1.45408 0.05 0.06 -0.03
C 1.52284 2.69640 -2.31099 0.06 0.05 0.02
C 2.13144 3.08581 -3.49445 -0.02 0.01 0.02
C 3.37527 2.57730 -3.83514 0.02 0.00 -0.01
C 4.01921 1.69806 -2.97846 0.01 -0.02 -0.01
C 3.42424 1.31961 -1.78653 -0.12 -0.04 -0.01
C -1.25540 1.85442 -0.59805 0.05 0.07 -0.02
Br -1.11736 0.58285 -1.97699 -0.04 0.07 0.07
C -2.48913 2.44811 -0.40989 0.01 -0.03 -0.05
F -3.54531 2.11299 -1.15491 0.01 0.00 0.01
H 3.43592 3.31870 0.26803 0.02 0.03 -0.05
H 5.06336 3.89404 2.02571 -0.01 0.00 0.00
H 5.09982 2.61401 4.14173 -0.01 -0.01 -0.01
H 3.50494 0.75478 4.48616 0.00 0.00 -0.01
H 1.87142 0.18421 2.72370 -0.05 -0.04 0.00
H 0.55506 3.10950 -2.06735 -0.06 -0.02 0.03
H 1.62208 3.77751 -4.15404 0.01 0.00 0.01
H 3.83935 2.86081 -4.77180 0.00 0.00 0.00
H 4.97492 1.26730 -3.24348 0.01 0.00 0.02
H 3.93017 0.61923 -1.14121 0.02 -0.06 0.03
O 4.41937 -1.70987 -2.31043 -0.01 0.00 -0.04
Se 2.93074 -2.10302 -1.82991 0.24 -0.14 0.23
O 1.73380 -1.66722 -2.82786 -0.27 0.09 -0.17
O 2.70749 -1.18685 -0.38420 0.26 0.02 0.02
O 2.77159 -3.66892 -1.36406 0.06 0.13 -0.03
Br 1.25319 -3.41713 2.05121 -0.05 -0.28 0.22
O -0.61462 0.74146 2.65744 0.01 0.02 -0.01
C -1.31664 -0.02969 2.01675 0.23 -0.10 0.03
O -0.96513 -0.79317 1.04644 -0.40 0.16 0.04
H -2.39149 -0.12500 2.24668 -0.10 -0.03 0.04
C -5.98861 -2.42512 -0.15314 0.00 0.00 0.00
C -4.52944 -2.79599 -0.12808 -0.02 0.00 0.02
C -3.72172 -2.61171 -1.23802 0.02 0.00 0.00
C -2.36818 -2.93665 -1.21994 -0.01 0.01 0.01
C -1.56100 -2.76100 -2.48327 0.04 -0.06 0.00
C -1.80575 -3.45148 -0.04352 0.04 -0.01 -0.08
Te 0.31447 -3.74148 -0.27592 -0.02 0.41 0.25
C -2.61164 -3.68932 1.07283 0.03 -0.01 0.01
C -2.07515 -4.28640 2.34349 0.02 0.00 0.00
C -3.95870 -3.35085 1.01038 0.00 0.02 0.00
H -6.25367 -1.93898 -1.09216 0.00 0.00 0.01
H -6.23416 -1.74058 0.66127 0.01 0.00 -0.01
H -6.62266 -3.30762 -0.04019 0.01 0.00 0.00
H -4.14745 -2.19605 -2.14612 0.01 0.00 0.00
H -2.15127 -2.25295 -3.24564 0.00 0.01 -0.01
H -1.26647 -3.72946 -2.90229 -0.01 0.00 0.00
H -0.63467 -2.19266 -2.33899 -0.05 -0.02 -0.02
H -1.49842 -3.55421 2.90928 -0.01 0.01 0.00
H -1.40770 -5.12472 2.13787 0.02 0.00 0.00
H -2.89163 -4.64129 2.97326 0.00 0.00 -0.01
H -4.58079 -3.52461 1.88400 0.01 0.00 0.00
```
Positions in Å, forces in eV/Å.



no.,energy (Ha)
1,-3977.25516
2,-7092.91151
3,-10217.84548